Density functional theory data (ωB97M-V/def2-TZVPD) for 32 unconnected molecules or ions with the total composition H64O32.

The geometry in XYZ format:
```
96
Properties=species:S:1:pos:R:3:forces:R:3:mulliken_charge:R:1
O -17.5982 6.3215 -11.1677 1.4 0.5 -0.5 -0.76
H -16.5672 4.5465 -8.3955 -0.1 0.2 0.7 0.37
H -14.7885 5.6756 -12.9391 -0.2 0.1 0.1 0.47
O -15.1091 -0.3015 -11.7043 0.7 0.5 0.5 -0.19
H -17.4768 5.8403 -8.0311 0.2 -0.2 0.7 0.23
O -10.6713 1.9879 -15.4700 0.2 0.6 0.3 -0.66
O -17.6828 -1.1696 -10.4060 -0.3 0.5 0.1 -0.67
H -12.6284 0.7298 -10.4531 0.5 -0.3 -0.3 0.36
O -11.4124 -1.0553 -14.5691 -0.4 1.9 0.9 -0.64
H -13.0525 6.4639 -11.5656 0.0 -0.3 0.3 0.13
O -13.3490 1.2065 -10.0362 -0.2 -0.1 0.6 -0.36
H -14.3649 -0.1355 -8.4716 0.1 0.1 0.4 0.32
H -11.0051 -1.8960 -14.5491 0.6 -1.4 -0.1 0.25
H -16.7126 6.5770 -11.5534 -1.4 -0.4 0.4 0.31
H -10.5764 0.5830 -11.8780 1.1 0.0 0.1 0.36
H -12.2716 5.1502 -14.4982 -0.2 0.1 -0.4 0.29
O -14.5399 2.2786 -16.1430 0.4 -0.6 0.3 -0.53
H -10.4660 4.5764 -10.9706 0.0 -0.7 -0.4 0.32
H -16.0106 -0.0998 -11.9220 -0.8 0.2 -0.3 0.15
O -9.1671 1.9194 -12.5541 1.1 -1.3 -0.9 -0.64
O -11.9702 5.5799 -13.7007 0.1 0.2 0.6 -0.71
H -19.6047 -2.5700 -12.4756 -1.3 -1.3 0.3 0.29
H -14.6957 6.8417 -13.9718 -1.4 -1.0 0.7 0.27
H -14.2771 -0.1345 -16.0197 -0.4 0.7 -0.4 0.29
H -17.3417 1.3687 -13.9927 -0.5 -0.4 -0.2 0.30
O -17.7229 1.4342 -9.0389 0.1 0.7 -0.2 -0.61
H -15.1941 2.9886 -15.9816 0.0 0.1 -0.4 0.35
O -11.9827 3.0273 -6.5771 1.2 -0.1 0.1 -0.62
O -16.3746 4.3184 -15.2219 -0.4 -1.1 -0.7 -0.81
O -13.2566 8.5059 -13.8525 0.3 0.5 1.6 -0.66
H -13.4877 4.2755 -9.9359 0.2 -0.1 0.8 0.43
O -10.5577 4.0005 -11.7700 0.0 0.7 1.0 -0.76
H -14.4800 -2.7054 -13.3330 0.0 0.0 -0.8 0.33
O -17.7016 2.2658 -13.9291 -0.2 0.8 0.4 -0.63
O -14.8346 -3.0234 -12.5063 -1.3 -0.2 0.7 -0.73
H -18.6839 2.2475 -13.9211 0.6 -0.2 0.1 0.30
H -11.5988 5.1095 -9.0618 -0.6 -0.3 -0.5 0.38
H -15.7511 2.3228 -8.1533 -0.1 -1.3 -0.9 0.33
H -15.1608 4.4058 -11.3129 0.0 0.0 -0.1 0.12
H -18.6617 5.8885 -12.6274 -0.4 0.0 -0.5 0.39
H -15.0930 -0.3378 -7.0994 0.3 0.1 0.3 0.26
H -11.8726 6.8359 -10.6233 -0.6 0.1 -0.4 0.38
H -13.6066 8.6518 -12.9092 1.2 -0.2 -1.9 0.32
H -14.2711 2.2042 -17.0675 -0.4 0.5 0.3 0.25
O -16.7518 3.5990 -11.3873 -0.3 -0.8 -0.8 -0.31
H -18.6577 -1.5277 -11.8689 -0.1 -0.3 -0.2 0.40
H -11.0125 4.5981 -12.3762 -0.2 0.1 -0.6 0.34
O -15.3563 6.2250 -13.5171 1.6 1.2 -0.6 -0.67
H -18.4835 1.5784 -8.4786 -0.4 -0.4 0.5 0.25
H -8.2827 1.9503 -12.9913 -1.2 0.4 0.8 0.28
H -11.2683 -0.6728 -13.6593 -0.3 -0.3 -0.7 0.46
O -17.1425 5.2636 -8.7123 -0.1 -0.2 -1.0 -0.62
O -10.9619 5.6897 -9.5238 -0.1 -0.3 0.6 -0.66
O -15.2117 -0.3162 -8.0459 -0.4 -0.1 -0.6 -0.56
H -9.5237 2.7869 -12.3200 0.2 0.8 0.1 0.48
H -13.7761 1.5157 -13.9838 0.5 0.8 0.8 -0.01
H -14.6688 3.4487 -8.0425 1.2 0.0 -1.0 0.42
H -12.7719 3.0713 -9.4908 0.0 -0.7 0.3 0.33
H -11.8656 2.2754 -7.1575 0.3 -0.2 -0.2 0.30
H -11.2668 1.2230 -15.4257 0.7 0.1 0.5 0.32
H -10.1017 2.0721 -14.6683 -0.9 -0.7 -0.6 0.33
H -11.9360 0.9371 -12.2954 -0.3 -0.6 -0.2 0.21
H -17.4023 6.0177 -10.2594 0.0 0.0 0.0 0.39
H -18.1300 6.0432 -13.9954 1.3 0.3 -1.2 0.27
H -17.6421 2.3225 -9.4228 0.4 -0.3 -0.5 0.27
H -19.8452 4.0771 -13.9294 -0.3 0.3 0.4 0.37
O -13.2658 2.0509 -13.3173 -0.1 0.1 -1.0 0.05
H -12.3288 8.8740 -13.8833 -1.6 -0.6 0.4 0.32
H -21.1616 3.4281 -13.3072 0.9 0.1 -0.4 0.27
H -16.9469 3.6475 -14.7762 0.4 0.4 -0.1 0.48
H -14.0610 3.8196 -12.1193 0.7 -1.0 -0.6 0.01
H -12.4698 6.4040 -13.5455 0.3 -0.3 -0.4 0.27
H -18.0359 -1.0226 -13.7217 0.6 0.0 -0.4 0.32
H -12.7693 2.6979 -13.8658 -0.4 -0.7 0.2 0.12
H -16.5545 -0.9229 -14.3156 0.7 -0.7 -0.3 0.20
H -15.9345 4.8620 -14.5686 0.0 0.4 0.5 0.43
H -12.9167 3.0520 -6.4891 -1.5 0.3 0.3 0.31
O -18.9257 5.7885 -13.5730 -0.9 -0.4 1.5 -0.69
H -13.0951 -0.7077 -15.2219 -0.6 -0.5 -0.2 0.37
H -14.9512 -1.1967 -12.0128 0.1 -0.5 0.0 0.12
H -15.8074 -3.1747 -12.6152 1.3 0.2 -0.2 0.33
H -16.9126 3.1355 -12.2449 0.4 -0.3 0.4 0.10
O -12.5156 7.2053 -11.2719 0.3 0.2 0.2 -0.65
O -18.9784 -1.9268 -12.7127 1.2 1.3 0.2 -0.67
O -17.3237 -0.4366 -14.0721 -0.9 0.8 0.4 -0.59
O -15.4308 3.0494 -7.6517 -1.1 1.2 1.7 -0.73
H -17.5579 -0.3308 -9.9088 0.0 -0.4 -0.2 0.31
H -17.5232 4.1683 -11.4206 -0.2 0.8 0.4 0.21
O -13.0921 3.8934 -9.1024 -0.4 0.9 -1.1 -0.72
O -14.2281 4.5863 -11.5819 -0.6 0.7 0.5 0.07
O -14.0176 -0.8974 -15.5180 0.7 -0.3 0.7 -0.60
H -14.1232 0.6990 -10.3291 -0.1 0.2 -0.4 0.06
H -16.8383 -1.6241 -10.4024 0.3 0.1 0.2 0.32
O -20.2766 3.2423 -13.6736 -0.5 -0.2 0.1 -0.67
O -11.4226 0.1509 -11.9896 -0.8 0.8 -0.2 -0.81
H -10.4034 5.9121 -8.7813 0.7 0.5 0.1 0.29
```
Positions in Å, forces in eV/Å.

The frontier orbital gap is 10.9 eV. Its energy above the lowest of the compared OMol25 structures with the same formula, charge and spin is 87.1 kJ/mol. The calculation puts the lowest unoccupied orbital energy at 0.054 eV. For the HOMO energy, the calculation gives -0.3991 Eh.